89
Properties=species:S:1:pos:R:3 method="wB97M-V/def2-TZVPD" e_tot_ev=-124342.168 s2=0.76 multiplicity=2
Pt 0.158 -0.405 -0.061
C 2.814 -3.464 1.566
C 2.363 -2.387 0.823
N 1.202 -1.770 1.056
C 0.438 -2.199 2.096
C 0.820 -3.310 2.893
C 2.040 -3.950 2.600
C -0.033 -3.742 3.921
C -1.254 -3.123 4.114
C -1.631 -2.020 3.371
C -0.772 -1.499 2.384
N -1.003 -0.446 1.573
C -1.916 0.548 1.622
C -2.675 0.938 2.743
C -3.671 1.882 2.605
C -3.958 2.452 1.375
C -3.177 2.150 0.245
C -3.413 2.693 -1.035
C -2.565 2.347 -2.077
C -1.488 1.516 -1.842
N -1.237 0.975 -0.637
C -2.094 1.243 0.389
H 3.765 -3.918 1.329
H 2.950 -1.992 0.014
H 2.347 -4.794 3.198
H 0.265 -4.582 4.530
H -1.936 -3.513 4.856
H -2.612 -1.597 3.515
H -2.467 0.508 3.710
H -4.253 2.162 3.473
H -4.773 3.154 1.280
H -4.245 3.362 -1.188
H -2.722 2.743 -3.069
H -0.788 1.268 -2.623
C -3.089 -1.817 -0.687
C -1.932 -2.734 -0.845
C -1.984 -4.135 -0.764
C -0.735 -4.594 -1.139
C 0.035 -3.451 -1.431
C 1.399 -3.447 -2.016
N -0.695 -2.330 -1.236
H -3.973 -2.278 -1.129
H -2.902 -0.869 -1.184
H -3.306 -1.629 0.366
H -2.846 -4.706 -0.475
H -0.400 -5.614 -1.208
H 1.374 -3.918 -2.999
H 2.088 -4.021 -1.399
H 1.762 -2.424 -2.118
C 5.535 1.015 -2.249
Si 4.308 -0.069 -1.248
C 4.736 -1.850 -1.851
C 4.772 0.094 0.607
Ge 1.929 0.536 -1.472
Si 2.050 2.919 -0.869
C 2.272 2.998 1.031
C 3.518 3.789 -1.748
C 0.516 4.009 -1.228
Si 1.457 0.363 -3.900
C 0.164 -1.006 -4.265
C 3.072 -0.013 -4.864
C 0.856 2.022 -4.666
H 6.430 0.453 -2.498
H 5.844 1.892 -1.692
H 5.103 1.356 -3.182
H 5.796 -1.949 -2.060
H 4.201 -2.080 -2.765
H 4.484 -2.621 -1.132
H 5.411 -0.714 0.950
H 3.876 0.087 1.223
H 5.294 1.027 0.799
H 3.252 2.651 1.343
H 1.532 2.361 1.510
H 2.139 4.005 1.415
H 4.433 3.734 -1.168
H 3.302 4.838 -1.916
H 3.715 3.335 -2.714
H -0.339 3.676 -0.649
H 0.233 3.994 -2.275
H 0.710 5.043 -0.954
H 0.643 -1.907 -4.638
H -0.571 -0.699 -5.005
H -0.370 -1.279 -3.358
H 3.644 -0.821 -4.423
H 3.715 0.860 -4.899
H 2.849 -0.288 -5.890
H -0.221 2.143 -4.611
H 1.131 2.065 -5.716
H 1.321 2.871 -4.171